DFT (wB97M-V/def2-TZVPD) results for a single C8H7N3O2S molecule.

Output
- charge = 0
- relative energy (zero: lowest compared OMol25 entry of this formula, charge and spin) (eV) = 0.497
- frontier orbital gap (spin up / spin down) (eV) = 8.2 / 8.2

Each line ends with the Mulliken charge.
CARTESIAN COORDINATES (ANGSTROEM)
C 1.075 -1.576 -2.602  -0.182
C 0.320 -0.459 -2.860  -0.564
C 1.574 -1.839 -1.306  -0.750
C 0.166 0.508 -1.877  -0.227
C 1.231 -0.989 -0.262  -0.417
C 0.587 0.245 -0.559  0.405
C 0.271 1.155 0.490  0.434
C -1.064 0.088 1.989  0.400
N 0.152 2.295 0.855  -0.500
N -1.514 1.079 2.558  -0.585
N -1.240 -1.166 2.131  -0.296
O -2.179 3.303 1.510  -0.592
O -0.509 3.231 3.263  -0.595
S -1.088 2.586 2.124  1.130
H 1.188 -2.123 -3.539  0.319
H 0.071 -0.347 -3.888  0.376
H 2.030 -2.791 -1.067  0.346
H -0.195 1.610 -2.150  0.267
H 1.619 -1.286 0.731  0.517
H -0.682 -1.945 1.612  0.258
H -1.814 -1.578 2.848  0.254



DFT (wB97M-V/def2-TZVPD) results for 2 unconnected molecules or ions with the total composition C8H7N3S.

Output
- charge = 0
- structure (SMILES) = N=C=Nc1ccccc1.N=C=S
- relative energy (zero: lowest compared OMol25 entry of this formula, charge and spin) (eV) = 0.169
- frontier orbital gap (eV) = 8.9

Each line ends with the Mulliken charge.
CARTESIAN COORDINATES (ANGSTROEM)
N 2.449 -2.357 0.789  -0.432
C 1.374 -2.151 0.317  0.569
N 0.317 -1.660 -0.009  -0.445
C -0.476 -0.547 0.157  0.156
C -0.377 0.283 1.303  -0.465
C -1.216 1.390 1.355  -0.325
C -2.163 1.583 0.339  -0.394
C -2.227 0.721 -0.745  -0.590
C -1.481 -0.370 -0.793  -0.185
H 3.008 -3.202 0.920  0.266
H 0.227 0.075 2.137  0.504
H -1.144 2.053 2.264  0.297
H -2.759 2.525 0.366  0.301
H -3.021 0.890 -1.375  0.432
H -1.602 -1.187 -1.572  0.329
N 1.851 0.401 -2.032  -0.306
C 2.316 0.539 -0.951  0.318
S 2.823 1.208 0.345  -0.313
H 2.101 -0.192 -2.815  0.283



DFT (wB97M-V/def2-TZVPD) results for a gas-phase ion, C8H7N4 (charge +1).

Output
- charge = +1
- structure (SMILES) = C#[N+]Cn1nnc2ccccc21
- relative energy (zero: lowest compared OMol25 entry of this formula, charge and spin) (eV) = 1.914
- frontier orbital gap (eV) = 7.4

Each line ends with the Mulliken charge.
CARTESIAN COORDINATES (ANGSTROEM)
C -3.129 0.890 1.276  0.118
N -2.818 0.448 0.269  0.139
C -2.300 0.015 -0.945  -0.590
N -1.034 -0.535 -0.761  0.439
N -1.052 -1.921 -0.503  -0.393
N -0.036 -2.233 -0.024  -0.481
C 0.857 -1.206 0.057  0.293
C 2.184 -1.188 0.500  -0.391
C 2.922 -0.016 0.438  -0.637
C 2.200 1.178 0.023  -0.269
C 0.905 1.185 -0.371  -0.675
C 0.255 -0.043 -0.446  0.795
H -3.232 1.003 2.333  0.429
H -2.291 0.852 -1.614  0.415
H -2.918 -0.819 -1.259  0.351
H 2.476 -2.037 1.047  0.448
H 3.941 0.097 0.836  0.373
H 2.489 2.226 0.058  0.340
H 0.581 2.107 -0.914  0.296



DFT (wB97M-V/def2-TZVPD) results for 2 unconnected molecules or ions with the total composition C8H7N4O2.

Output
- charge = -1
- frontier orbital gap (spin up / spin down) (eV) = 4.6 / 7.1
- multiplicity = 3

Each line ends with the Mulliken charge.
CARTESIAN COORDINATES (ANGSTROEM)
C -2.728 1.403 -0.790  -0.363
C -2.960 1.291 0.553  -0.174
C 2.815 -0.056 0.708  -0.259
C 2.323 0.389 -0.495  -0.444
C 1.920 -0.739 1.582  -0.417
C -0.637 -2.175 -0.225  0.657
C 0.952 0.104 -1.100  -0.467
C 0.060 -0.266 0.179  0.417
N -1.520 0.883 -1.045  -0.958
N -1.887 0.699 1.154  -1.054
N 0.635 -0.755 1.363  -0.670
N -1.066 0.455 0.183  1.380
O -1.237 -2.476 0.708  -0.412
O -0.213 -2.387 -1.284  -0.458
H -3.383 1.808 -1.502  0.417
H -3.920 1.439 1.167  0.306
H 3.875 0.222 1.083  0.212
H 3.016 1.026 -1.064  0.284
H 2.350 -1.287 2.406  0.389
H 0.697 1.027 -1.648  0.316
H 0.911 -0.604 -1.934  0.295



DFT (wB97M-V/def2-TZVPD) results for a molecular structure, C8H7S3.

Output
- charge = -1
- frontier orbital gap (eV) = 6.7

Each line ends with the Mulliken charge.
CARTESIAN COORDINATES (ANGSTROEM)
C 0.030 -0.482 1.722  0.019
S -1.558 0.145 1.726  -0.450
S 1.480 0.366 1.724  -0.400
C 5.655 -3.363 1.719  -1.332
C 4.173 -3.267 1.742  1.019
C 3.448 -3.329 2.934  -0.480
C 2.073 -3.166 2.900  -0.382
C 1.423 -2.863 1.678  -0.130
S -0.201 -2.273 1.723  -0.143
C 2.125 -3.111 0.485  -0.444
C 3.495 -3.321 0.507  -0.474
H 6.093 -3.468 0.714  0.328
H 6.095 -2.443 2.127  0.290
H 6.062 -4.164 2.354  0.312
H 4.037 -3.454 3.859  0.309
H 1.544 -3.105 3.857  0.356
H 1.523 -3.036 -0.406  0.390
H 4.016 -3.365 -0.460  0.213



DFT (wB97M-V/def2-TZVPD) results for a single C8H8 molecule.

Output
- charge = 0
- structure (SMILES) = C=C1C=CC(=C)C1=C
- relative energy (zero: lowest compared OMol25 entry of this formula, charge and spin) (eV) = 5.649
- frontier orbital gap (eV) = 8.2

Each line ends with the Mulliken charge.
CARTESIAN COORDINATES (ANGSTROEM)
C -0.081 -2.111 1.575  -0.632
C 0.115 -1.077 0.747  0.449
C 1.559 -0.949 0.032  -0.351
C 1.252 -0.092 -0.954  -0.744
C 0.070 0.797 -0.883  0.517
C -0.499 1.762 -1.749  -0.819
C -0.667 0.097 0.212  0.361
C -1.628 0.785 0.810  -0.700
H 1.222 -2.340 1.506  0.129
H -0.950 -2.494 2.143  0.338
H 2.682 -1.190 0.360  0.248
H 2.126 0.144 -1.542  0.334
H 0.353 2.076 -2.409  0.236
H -1.476 2.411 -1.702  0.273
H -2.002 0.635 1.823  0.323
H -2.075 1.545 0.030  0.036